No. 1
The following is a quantum chemistry calculation of 2 unconnected molecules or ions with the total composition CH2I2O2 in a non-equilibrium geometry, from the Open Molecules 2025 dataset.

Last column: Löwdin charge in e.
Cartesian coordinates (Å):
I (-0.057, -0.054, -2.428)  0.25
I (0.049, 2.128, 0.668)  0.81
O (-0.906, -0.737, 0.592)  -0.08
O (0.604, -0.218, 2.134)  0.05
C (-0.070, 0.012, 1.095)  -1.04
H (0.450, -1.144, 2.328)  0.14
H (-0.070, 0.013, -4.388)  -0.12

Its spin multiplicity is 1. The net charge is 0. The energy relative to the best compared isomer or geometry (same formula, charge and spin) comes out at 99.9 kJ/mol.

No. 2
The following is a quantum chemistry calculation of a molecular structure, CH2I3P in a non-equilibrium geometry, from the Open Molecules 2025 dataset.

Last column: Löwdin charge in e.
Cartesian coordinates (Å):
I (-0.264, 2.936, 2.546)  0.09
I (-0.399, -1.172, 3.609)  0.66
I (-2.734, 0.413, 1.363)  0.65
P (0.605, -0.016, 0.676)  0.58
C (-0.703, 0.098, 1.864)  -1.81
H (-0.028, 0.396, -0.607)  -0.05
H (0.323, -1.358, 0.550)  -0.12

Its spin multiplicity is 1. The net charge is 0. The energy relative to the best compared isomer or geometry (same formula, charge and spin) comes out at 158.5 kJ/mol.

No. 3
The following is a quantum chemistry calculation of a single CH2INO molecule in a non-equilibrium geometry, from the Open Molecules 2025 dataset.

Last column: Löwdin charge in e.
Cartesian coordinates (Å):
I (1.557, 1.377, 0.191)  0.66
O (-0.749, -0.603, -1.750)  -0.03
N (-0.005, -0.956, -0.896)  -0.10
C (-0.104, -0.003, 0.466)  -0.59
H (0.304, -0.510, 1.384)  0.01
H (-1.003, 0.694, 0.604)  0.05

Its spin multiplicity is 1. The net charge is 0. The energy relative to the best compared isomer or geometry (same formula, charge and spin) comes out at 351.3 kJ/mol.